Here is C6H7NO3 as an isolated structure from the OMol25 dataset. Energies are from ωB97M-V/def2-TZVPD.

Geometry as ORCA input:
```
! wB97M-V def2-TZVPD RIJCOSX def2/J DEFGRID3
* xyz 0 1
O 1.34 -2.40 1.01
C 0.82 -1.59 0.30
O -0.13 -1.83 -0.66
C -0.17 -0.43 -1.05
C -1.53 0.15 -0.91
N -2.18 1.16 -1.13
C 0.85 -0.13 0.05
C 0.90 0.98 1.06
C 2.02 0.81 0.08
H 0.19 -0.29 -2.08
H 0.19 1.80 0.90
H 1.06 0.69 2.10
H 2.96 0.40 0.43
H 2.09 1.51 -0.75
O -2.76 -0.38 0.42
H -3.16 0.84 -0.17
H -2.49 -1.31 0.41
*
```

Calculated total energy, hartree: -513.11865
Lowest unoccupied orbital energy, eV: 0.309
ΔE to the lowest compared entry with this formula, charge and spin, eV: 5.292
HOMO-LUMO gap, eV: 10.050

---

Here is C24H36CoN2O3P2 as an isolated structure from the OMol25 dataset. Energies are from ωB97M-V/def2-TZVPD.

Geometry as ORCA input:
```
! wB97M-V def2-TZVPD RIJCOSX def2/J DEFGRID3
* xyz 0 4
Co -0.07 0.66 -0.40
C 4.25 -1.89 -0.99
C 2.74 -1.80 -0.76
C 1.96 -2.64 -1.78
P 2.12 -0.05 -0.69
C 3.24 0.98 -1.72
C 3.00 2.47 -1.47
C 2.99 0.65 -3.20
C 2.44 0.40 1.05
C 3.66 0.88 1.51
C 3.82 1.24 2.84
C 2.72 1.15 3.69
C 1.50 0.69 3.25
C 1.33 0.27 1.92
N 0.13 -0.18 1.35
C -0.97 -0.70 2.01
C -0.91 -1.29 3.29
C -2.05 -1.80 3.89
C -3.29 -1.74 3.26
C -3.35 -1.21 1.98
C -2.22 -0.72 1.34
P -2.24 -0.11 -0.37
C -2.82 -1.53 -1.42
C -4.33 -1.72 -1.52
C -2.11 -2.81 -0.96
C -3.55 1.17 -0.45
C -3.42 2.16 0.72
C -3.43 1.90 -1.80
H 4.56 -2.93 -0.88
H 4.81 -1.29 -0.27
H 4.52 -1.57 -2.00
H 2.52 -2.17 0.24
H 2.08 -2.25 -2.79
H 0.90 -2.64 -1.55
H 2.32 -3.67 -1.77
H 4.27 0.72 -1.47
H 2.00 2.76 -1.80
H 3.72 3.05 -2.05
H 3.11 2.74 -0.42
H 1.93 0.80 -3.45
H 3.24 -0.38 -3.45
H 3.58 1.31 -3.83
H 4.49 0.99 0.83
H 4.77 1.60 3.20
H 2.82 1.47 4.72
H 0.65 0.69 3.92
H 0.04 -1.38 3.79
H -1.98 -2.24 4.88
H -4.18 -2.11 3.74
H -4.31 -1.18 1.47
H -2.44 -1.28 -2.42
H -4.78 -1.87 -0.54
H -4.54 -2.61 -2.12
H -4.82 -0.87 -2.00
H -2.50 -3.14 0.00
H -1.03 -2.65 -0.85
H -2.26 -3.60 -1.69
H -4.52 0.67 -0.39
H -2.41 2.57 0.77
H -3.64 1.68 1.67
H -4.12 2.99 0.58
H -2.49 2.44 -1.85
H -4.24 2.62 -1.91
H -3.48 1.20 -2.64
O -0.18 4.15 -1.73
N 0.04 3.83 -0.56
O 0.54 4.55 0.27
O -0.14 2.57 -0.24
*
```

Calculated total energy, hartree: -3336.74788
Lowest unoccupied orbital energy (spin up / spin down), eV: 0.602 / 0.064
<S²>: 3.764
HOMO-LUMO gap (spin up / spin down), eV: 7.849 / 7.384

---

Here is an isolated ion of composition C4H6NO2S and charge -1 from the OMol25 dataset. Energies are from ωB97M-V/def2-TZVPD.

Geometry as ORCA input:
```
! wB97M-V def2-TZVPD RIJCOSX def2/J DEFGRID3
* xyz -1 1
O 0.03 -0.40 -1.98
C 0.16 -0.44 -0.78
N 0.72 -1.63 -0.21
C 1.43 -1.78 0.99
O 1.68 -0.87 1.74
C -0.33 0.66 0.13
C -1.16 1.71 -0.56
S -1.88 2.80 0.77
H 0.67 -2.47 -0.78
H 1.77 -2.78 1.23
H -0.85 0.32 1.02
H 0.38 1.21 0.76
H -0.65 2.41 -1.22
H -1.98 1.26 -1.11
*
```

Calculated total energy, hartree: -759.48301
Lowest unoccupied orbital energy, eV: 3.021
ΔE to the lowest compared entry with this formula, charge and spin, eV: 0.562
HOMO-LUMO gap, eV: 5.365

---

Here is a 10-piece molecular cluster, C40H72O20 overall from the OMol25 dataset. Energies are from ωB97M-V/def2-TZVPD.

Geometry as ORCA input:
```
! wB97M-V def2-TZVPD RIJCOSX def2/J DEFGRID3
* xyz 0 1
C -7.34 1.94 -1.85
O -5.97 1.44 -2.06
C -5.30 1.09 -0.93
C -5.50 -0.43 -0.66
O -4.76 -1.16 -1.57
C -5.44 -1.63 -2.74
H -7.79 2.15 -2.80
H -7.31 2.88 -1.30
H -7.97 1.24 -1.31
H -5.57 1.62 -0.03
H -4.25 1.29 -1.03
H -6.55 -0.68 -0.65
H -5.13 -0.77 0.30
H -5.88 -2.56 -2.52
H -4.66 -1.81 -3.50
H -6.20 -0.89 -3.12
C -3.39 0.21 2.79
O -2.79 -1.01 2.41
C -1.46 -0.93 2.08
C -1.27 -0.97 0.60
O -1.60 0.34 0.12
C -1.49 0.37 -1.34
H -2.60 0.92 2.98
H -4.03 0.08 3.69
H -3.94 0.59 1.90
H -0.95 -1.80 2.57
H -1.11 -0.05 2.59
H -2.00 -1.73 0.20
H -0.19 -1.16 0.41
H -1.94 -0.54 -1.61
H -0.42 0.50 -1.68
H -2.09 1.17 -1.85
C 1.36 0.54 -5.29
O 0.72 1.19 -4.22
C 0.90 2.54 -4.24
C 0.16 3.22 -3.13
O 0.81 2.99 -1.88
C 0.35 3.85 -0.88
H 0.95 0.97 -6.19
H 1.07 -0.52 -5.31
H 2.50 0.68 -5.25
H 0.51 3.02 -5.15
H 1.89 2.89 -4.21
H -0.85 2.69 -3.13
H 0.17 4.31 -3.30
H 0.42 4.90 -1.20
H 0.92 3.71 0.00
H -0.73 3.53 -0.60
O 2.39 -2.33 2.35
C 3.60 -2.29 2.41
O 4.47 -2.04 1.35
C 5.81 -2.43 1.58
C 5.98 -2.48 3.10
C 4.51 -2.70 3.60
H 6.42 -1.79 1.02
H 5.89 -3.43 1.21
H 6.47 -1.51 3.43
H 6.62 -3.33 3.35
H 4.21 -2.19 4.54
H 4.35 -3.79 3.72
O 3.79 -3.34 -2.38
C 3.70 -2.17 -2.15
O 4.79 -1.46 -1.78
C 4.44 -0.08 -1.60
C 2.84 -0.14 -1.41
C 2.39 -1.38 -2.23
H 4.75 0.58 -2.42
H 4.96 0.31 -0.77
H 2.36 0.80 -1.70
H 2.62 -0.26 -0.32
H 2.01 -1.15 -3.20
H 1.64 -2.06 -1.79
O -1.12 -0.31 -6.89
C -1.39 -1.42 -6.61
O -1.29 -2.02 -5.37
C -1.90 -3.35 -5.47
C -2.61 -3.50 -6.82
C -1.98 -2.40 -7.67
H -2.55 -3.39 -4.63
H -1.07 -4.05 -5.30
H -3.66 -3.29 -6.75
H -2.47 -4.52 -7.18
H -2.71 -1.89 -8.25
H -1.16 -2.71 -8.28
O -3.87 3.35 4.94
C -3.12 3.95 4.24
O -1.90 4.32 4.72
C -1.01 4.67 3.66
C -1.90 5.11 2.49
C -3.16 4.32 2.78
H -0.42 3.75 3.35
H -0.27 5.40 4.00
H -1.55 4.93 1.54
H -2.07 6.20 2.59
H -3.21 3.36 2.15
H -4.03 4.82 2.40
O 2.37 0.97 4.77
C 1.24 0.97 5.24
O 0.68 2.11 5.61
C -0.68 1.87 6.00
C -0.59 0.45 6.57
C 0.37 -0.19 5.57
H -1.37 1.95 5.09
H -1.09 2.63 6.74
H -1.57 -0.07 6.67
H -0.07 0.47 7.54
H -0.05 -0.67 4.65
H 0.99 -0.95 6.05
O -0.88 -5.18 -1.96
C 0.20 -5.33 -1.39
O 0.52 -4.66 -0.26
C 1.59 -5.29 0.38
C 2.42 -5.94 -0.77
C 1.30 -6.29 -1.76
H 1.08 -5.95 1.07
H 2.10 -4.54 0.93
H 3.11 -6.68 -0.40
H 3.00 -5.09 -1.12
H 0.93 -7.28 -1.61
H 1.58 -6.08 -2.80
O 4.28 5.23 4.37
C 4.05 4.41 3.48
O 2.81 4.10 3.03
C 2.83 2.77 2.39
C 4.24 2.18 2.62
C 5.01 3.46 2.83
H 2.72 2.98 1.24
H 1.97 2.22 2.89
H 4.65 1.56 1.76
H 4.28 1.56 3.51
H 5.30 3.98 1.89
H 5.78 3.41 3.54
*
```

Calculated total energy, hartree: -3071.97718
Lowest unoccupied orbital energy, eV: 0.503
ΔE to the lowest compared entry with this formula, charge and spin, eV: 5.113
HOMO-LUMO gap, eV: 9.423